Entry 1:
ORCA calculation (ωB97M-V/def2-TZVPD) on a 10-piece molecular cluster, C60H144F8N7O19P3S8 overall.

## Properties
- LUMO level: -0.13858 hartree
- Kohn-Sham gap: 8.4 eV
- ΔE to the lowest compared entry with this formula, charge and spin: 217.0 kJ/mol
- Total charge: +2
- Molecular weight: 1769.284 g mol⁻¹

Atoms and positions in Å:
C 1.52 6.42 3.93
C 1.64 4.93 3.84
C 2.52 4.27 5.02
O 3.93 4.29 4.75
C 4.61 5.48 5.00
N 0.25 4.26 3.62
H -0.41 4.64 4.30
H -0.22 4.53 2.77
H 0.31 3.26 3.68
H 2.35 7.08 3.68
H 1.25 6.67 4.96
H 0.75 6.79 3.24
H 2.09 4.76 2.86
H 2.11 3.26 5.00
H 2.19 4.72 5.95
H 4.35 5.91 5.97
H 4.60 6.23 4.20
H 5.67 5.32 5.23
C 0.42 1.14 -0.63
C -1.02 1.51 -0.20
C -1.76 0.14 -0.10
O -3.20 0.37 0.12
C -3.75 -0.33 1.26
N -0.92 2.16 1.19
H -0.74 3.15 1.13
H -1.79 2.14 1.69
H -0.19 1.79 1.79
H 0.36 0.60 -1.58
H 0.91 0.47 0.07
H 1.12 1.97 -0.75
H -1.47 2.31 -0.79
H -1.34 -0.54 0.64
H -1.66 -0.23 -1.12
H -3.44 -1.37 1.30
H -4.83 -0.27 1.15
H -3.43 0.05 2.23
C -3.97 -6.56 -3.36
C -3.14 -5.50 -4.10
C -3.91 -4.21 -3.92
O -3.97 -3.82 -2.54
C -4.55 -2.59 -2.34
N -1.83 -5.47 -3.34
H -1.51 -6.41 -3.18
H -1.05 -4.95 -3.72
H -2.18 -5.16 -2.45
H -5.01 -6.59 -3.70
H -4.07 -6.44 -2.28
H -3.66 -7.59 -3.54
H -2.96 -5.76 -5.15
H -4.80 -4.35 -4.54
H -3.39 -3.34 -4.32
H -4.87 -2.62 -1.30
H -5.31 -2.19 -3.01
H -3.69 -1.92 -2.41
C -5.91 2.89 2.73
C -5.55 3.25 4.16
C -6.63 2.82 5.16
C -6.74 1.36 5.56
P -7.04 0.80 7.35
C -8.10 -0.69 7.48
C -8.71 -0.91 8.84
C -9.48 -2.27 8.98
C -10.68 -2.65 8.14
C -7.94 2.01 8.33
C -9.34 2.46 7.86
C -9.80 3.66 8.69
C -8.91 4.92 8.77
C -5.46 0.53 8.23
C -4.29 1.56 7.89
C -2.82 1.04 7.85
C -2.22 0.71 6.56
H -5.93 1.81 2.58
H -5.26 3.18 1.90
H -6.93 3.24 2.58
H -5.35 4.32 4.02
H -4.60 2.85 4.52
H -7.62 2.97 4.73
H -6.74 3.64 5.87
H -5.88 0.78 5.23
H -7.51 0.94 4.90
H -7.26 -1.37 7.38
H -8.71 -0.78 6.58
H -9.44 -0.11 8.91
H -8.06 -0.82 9.71
H -9.75 -2.46 10.02
H -8.72 -2.99 8.67
H -11.54 -2.06 8.44
H -10.86 -3.73 8.17
H -10.49 -2.49 7.08
H -7.34 2.92 8.27
H -7.94 1.59 9.33
H -10.14 1.71 7.93
H -9.31 2.80 6.83
H -10.06 3.40 9.71
H -10.81 3.81 8.32
H -8.05 4.77 9.43
H -9.64 5.61 9.20
H -8.60 5.25 7.78
H -5.25 -0.50 7.93
H -5.60 0.22 9.26
H -4.30 2.37 8.62
H -4.38 2.06 6.93
H -2.60 0.17 8.46
H -2.17 1.76 8.35
H -1.22 0.27 6.59
H -1.96 1.60 6.00
H -2.86 0.10 5.93
C 1.99 2.65 -10.40
C 2.83 1.91 -9.32
C 2.72 2.33 -7.88
C 3.24 3.75 -7.65
P 4.63 3.80 -6.43
C 5.78 2.49 -6.93
C 7.17 2.28 -6.29
C 8.13 1.50 -7.14
C 7.85 -0.02 -7.11
C 5.34 5.37 -6.57
C 6.32 5.93 -5.45
C 7.10 7.22 -5.84
C 8.06 7.54 -4.66
C 4.23 3.46 -4.69
C 3.97 2.02 -4.22
C 3.58 1.74 -2.82
C 4.69 1.64 -1.81
H 0.93 2.89 -10.29
H 2.13 2.08 -11.32
H 2.53 3.58 -10.54
H 3.90 1.85 -9.52
H 2.51 0.87 -9.42
H 3.12 1.52 -7.27
H 1.70 2.31 -7.52
H 2.42 4.38 -7.31
H 3.51 4.22 -8.59
H 6.00 2.78 -7.96
H 5.28 1.53 -7.08
H 7.23 1.89 -5.27
H 7.62 3.26 -6.12
H 9.14 1.69 -6.77
H 8.12 1.85 -8.17
H 8.45 -0.52 -7.87
H 6.81 -0.19 -7.39
H 8.13 -0.52 -6.19
H 4.51 6.06 -6.75
H 5.75 5.36 -7.58
H 7.04 5.13 -5.26
H 5.79 5.98 -4.50
H 6.31 7.94 -6.07
H 7.64 7.04 -6.77
H 7.56 7.24 -3.74
H 8.30 8.60 -4.77
H 8.99 6.97 -4.63
H 3.32 4.02 -4.46
H 5.01 3.89 -4.07
H 4.84 1.42 -4.46
H 3.15 1.61 -4.81
H 3.02 0.80 -2.85
H 2.84 2.45 -2.44
H 5.40 0.81 -1.86
H 4.32 1.43 -0.81
H 5.25 2.58 -1.74
C 0.28 -4.16 2.00
C 0.46 -3.15 0.87
C 1.55 -3.34 -0.28
C 1.32 -4.61 -1.13
P 2.71 -5.08 -2.21
C 2.55 -6.38 -3.56
C 3.84 -6.67 -4.44
C 3.57 -7.85 -5.29
C 4.85 -8.65 -5.75
C 3.55 -3.54 -2.86
C 5.05 -3.69 -3.19
C 5.66 -2.41 -3.76
C 5.22 -2.06 -5.13
C 3.96 -5.96 -1.03
C 4.48 -5.35 0.28
C 4.81 -6.41 1.35
C 6.09 -7.15 0.94
H 0.20 -5.17 1.58
H -0.65 -3.98 2.53
H 1.17 -4.12 2.62
H 0.51 -2.14 1.28
H -0.46 -3.26 0.29
H 2.59 -3.22 0.00
H 1.50 -2.56 -1.03
H 0.48 -4.45 -1.80
H 1.11 -5.48 -0.49
H 1.82 -5.91 -4.22
H 2.11 -7.25 -3.08
H 4.79 -6.75 -3.90
H 4.11 -5.78 -5.01
H 3.03 -7.41 -6.13
H 2.83 -8.56 -4.93
H 4.46 -9.43 -6.41
H 5.40 -9.20 -4.99
H 5.59 -8.14 -6.37
H 3.44 -2.81 -2.06
H 3.01 -3.20 -3.74
H 5.26 -4.57 -3.80
H 5.50 -4.00 -2.24
H 6.75 -2.46 -3.68
H 5.33 -1.65 -3.04
H 5.87 -1.31 -5.58
H 4.20 -1.71 -5.27
H 5.35 -2.89 -5.83
H 4.82 -6.13 -1.68
H 3.33 -6.82 -0.81
H 3.56 -4.95 0.70
H 5.15 -4.49 0.19
H 3.97 -7.10 1.32
H 4.96 -5.94 2.32
H 6.27 -7.44 -0.09
H 6.07 -8.11 1.44
H 7.00 -6.77 1.40
N -6.21 -1.74 5.13
S -4.72 -2.38 4.63
O -3.69 -1.49 4.10
O -4.72 -3.79 4.15
F -4.14 -2.67 6.04
S -6.78 -2.06 3.84
O -7.25 -3.47 3.74
O -6.42 -1.32 2.60
F -8.18 -1.30 4.14
N 0.20 -3.73 -4.43
S 0.68 -3.85 -5.90
O 2.10 -4.18 -5.97
O 0.00 -3.18 -7.04
F 0.08 -5.26 -6.33
S 0.03 -2.01 -4.49
O -1.23 -1.58 -5.14
O 1.26 -1.19 -4.66
F -0.21 -1.69 -2.93
N -0.94 4.92 1.12
S -2.15 5.77 1.09
O -2.87 5.74 -0.19
O -2.15 6.97 1.94
F -2.97 4.77 1.96
S -0.02 5.74 -0.05
O 0.65 6.96 0.48
O -0.35 5.65 -1.46
F 1.23 4.82 0.23
N 0.99 1.29 3.01
S 1.07 0.30 4.10
O 1.31 0.81 5.47
O 1.35 -1.07 3.84
F -0.58 0.19 4.03
S 2.59 1.05 2.51
O 2.73 -0.07 1.53
O 3.64 1.25 3.53
F 2.66 2.31 1.53

=====

Entry 2:
ORCA calculation (ωB97M-V/def2-TZVPD) on C60H145F6FeN14O21S2 as an isolated structure.

## Properties
- ⟨S²⟩: 6.01
- LUMO level (alpha / beta): 0.04499 / 0.04486 hartree
- Multiplicity: 5
- Kohn-Sham gap (alpha / beta): 6.1 / 6.1 eV
- Total charge: -1
- Molecular weight: 1632.864 g mol⁻¹

Atoms and positions in Å:
Fe 0.45 2.95 -1.94
C 0.87 2.53 -6.17
C 0.56 2.71 -4.82
C -0.95 2.94 -4.43
O -1.20 3.26 -3.22
C -1.94 2.76 -5.42
C -1.59 2.30 -6.71
C -0.11 2.26 -7.11
O 0.25 1.90 -8.25
O -2.54 2.24 -7.52
O 1.37 2.75 -3.85
H 1.93 2.40 -6.34
H -2.95 2.96 -5.11
C 0.90 1.12 1.71
F -0.38 1.02 2.05
F 1.16 2.39 1.48
F 1.70 0.67 2.64
S 1.24 0.09 0.11
O 2.67 0.12 -0.01
O 0.66 -1.19 0.44
N 0.46 0.97 -1.24
S 0.11 -0.29 -2.20
O -0.17 0.19 -3.53
O 1.01 -1.43 -2.22
C -1.60 -0.91 -1.57
F -2.58 -0.30 -2.25
F -1.68 -2.21 -1.81
F -1.83 -0.63 -0.28
C 4.52 2.03 2.13
C 5.81 1.46 1.54
C 6.39 2.44 0.52
O 6.77 3.61 1.22
C 6.73 4.78 0.43
N 6.73 1.15 2.63
H 4.14 1.38 2.91
H 3.72 2.06 1.39
H 4.67 3.06 2.48
H 5.44 0.54 1.07
H 5.59 2.61 -0.21
H 7.22 1.96 -0.01
H 7.29 4.70 -0.51
H 7.11 5.63 0.98
H 5.67 5.02 0.26
H 7.03 2.06 2.97
H 7.63 0.87 2.21
C -3.17 -0.45 3.37
C -4.10 0.68 3.85
C -5.35 0.94 2.98
O -6.11 2.05 3.44
C -5.56 3.30 3.04
N -4.45 0.36 5.23
H -2.36 -0.49 4.10
H -2.76 -0.27 2.38
H -3.60 -1.46 3.37
H -3.42 1.54 3.74
H -5.94 0.03 3.09
H -5.06 1.10 1.94
H -5.41 3.29 1.96
H -4.62 3.42 3.58
H -6.20 4.13 3.34
H -3.56 0.18 5.70
H -4.75 1.20 5.71
C -2.13 -5.65 1.12
C -1.08 -6.31 0.21
C -0.23 -5.25 -0.53
O 1.03 -5.75 -0.89
C 1.83 -4.74 -1.46
N -0.23 -7.16 1.07
H -2.82 -5.03 0.55
H -1.64 -5.00 1.85
H -2.62 -6.45 1.67
H -1.63 -6.96 -0.48
H -0.15 -4.42 0.19
H -0.85 -4.81 -1.33
H 2.80 -5.18 -1.69
H 2.05 -3.96 -0.72
H 1.40 -4.24 -2.33
H 0.66 -7.14 0.59
H -0.05 -6.69 1.97
C 2.79 6.83 -2.00
C 2.38 5.35 -2.15
C 2.69 4.55 -0.91
O 2.41 3.18 -1.12
C 3.45 2.48 -1.81
N 0.94 5.20 -2.47
H 2.88 7.14 -0.96
H 2.11 7.45 -2.57
H 3.82 6.93 -2.36
H 2.87 4.93 -3.03
H 2.10 4.90 -0.05
H 3.75 4.72 -0.68
H 3.19 1.45 -2.04
H 4.35 2.50 -1.20
H 3.64 2.90 -2.80
H 0.51 5.99 -2.00
H 0.80 5.35 -3.46
C 2.81 -2.23 -6.61
C 2.25 -1.29 -5.57
C 3.33 -0.38 -4.97
O 4.38 -1.08 -4.36
C 4.10 -1.84 -3.21
N 1.10 -0.55 -6.08
H 2.99 -1.71 -7.56
H 2.09 -3.02 -6.83
H 3.73 -2.77 -6.36
H 1.80 -1.83 -4.72
H 2.83 0.33 -4.30
H 3.73 0.19 -5.81
H 3.66 -1.27 -2.39
H 5.00 -2.38 -2.94
H 3.40 -2.67 -3.36
H 0.86 0.20 -5.44
H 1.33 0.00 -6.92
C -10.26 -1.71 -1.95
C -8.79 -1.95 -1.63
C -8.10 -0.58 -1.37
O -6.81 -0.80 -0.78
C -6.00 0.34 -0.98
N -8.61 -2.83 -0.48
H -10.77 -1.22 -1.12
H -10.68 -2.68 -2.21
H -10.41 -1.08 -2.83
H -8.26 -2.34 -2.51
H -8.68 0.04 -0.66
H -7.98 -0.01 -2.29
H -6.37 1.19 -0.39
H -5.91 0.64 -2.03
H -4.99 0.09 -0.66
H -7.64 -2.74 -0.19
H -9.14 -2.48 0.32
C -1.78 3.26 5.50
C -0.37 2.70 5.39
C 0.70 3.65 4.88
O 0.52 3.92 3.51
C 1.42 4.87 3.02
N -0.05 2.03 6.65
H -2.53 2.59 5.91
H -2.24 3.64 4.58
H -1.70 4.13 6.17
H -0.45 1.86 4.69
H 1.65 3.13 5.03
H 0.71 4.54 5.53
H 0.92 5.37 2.17
H 2.38 4.53 2.62
H 1.59 5.70 3.71
H 0.20 2.74 7.33
H 0.80 1.47 6.62
C 5.28 1.86 6.64
C 4.81 0.43 6.31
C 3.30 0.34 6.11
O 2.47 0.76 7.19
C 2.72 0.09 8.41
N 5.50 -0.15 5.15
H 6.35 1.87 6.82
H 4.76 2.29 7.50
H 5.01 2.51 5.81
H 5.16 -0.22 7.12
H 3.04 -0.70 5.92
H 2.94 0.95 5.28
H 2.06 0.42 9.21
H 3.73 0.34 8.77
H 2.61 -0.99 8.31
H 5.24 0.33 4.29
H 6.47 0.15 5.19
C 5.04 -3.78 4.85
C 5.90 -3.46 3.65
C 5.10 -2.94 2.43
O 6.00 -2.71 1.37
C 5.30 -2.65 0.13
N 6.98 -2.52 3.96
H 5.59 -4.32 5.62
H 4.19 -4.41 4.60
H 4.67 -2.81 5.21
H 6.35 -4.41 3.34
H 4.61 -2.03 2.80
H 4.33 -3.68 2.19
H 4.55 -1.87 0.17
H 4.82 -3.61 -0.09
H 6.05 -2.50 -0.65
H 7.42 -2.38 3.06
H 6.58 -1.63 4.26
C -2.44 2.34 -0.22
C -1.96 3.78 -0.16
C -2.50 4.44 1.09
O -2.32 5.86 1.03
C -3.01 6.49 2.08
N -0.46 3.79 -0.18
H -2.16 1.97 -1.21
H -3.53 2.34 -0.13
H -2.05 1.68 0.55
H -2.30 4.32 -1.04
H -1.94 4.02 1.94
H -3.57 4.28 1.22
H -2.86 7.57 2.03
H -2.72 6.20 3.09
H -4.10 6.38 1.99
H -0.21 4.77 -0.08
H -0.32 3.35 0.72
C 1.28 -2.23 3.84
C 0.74 -3.65 4.06
C 1.54 -4.60 3.16
O 1.13 -5.94 3.23
C 2.15 -6.92 3.04
N 0.83 -4.07 5.45
H 0.53 -1.52 4.19
H 1.43 -2.03 2.78
H 2.23 -2.04 4.35
H -0.31 -3.73 3.75
H 2.60 -4.52 3.43
H 1.43 -4.25 2.13
H 2.96 -6.85 3.78
H 2.61 -6.65 2.09
H 1.72 -7.91 3.10
H -0.03 -3.87 5.95
H 0.86 -5.08 5.55
C -0.98 -4.24 -6.89
C -1.75 -3.12 -6.21
C -1.32 -3.01 -4.74
O -1.58 -4.13 -3.91
C -2.95 -4.39 -3.75
N -1.42 -1.83 -6.86
H -1.40 -5.19 -6.54
H 0.09 -4.18 -6.67
H -1.05 -4.22 -7.98
H -2.82 -3.21 -6.39
H -1.89 -2.15 -4.36
H -0.26 -2.78 -4.70
H -3.50 -4.34 -4.70
H -3.37 -3.63 -3.08
H -3.07 -5.37 -3.29
H -2.07 -1.22 -6.36
H -0.51 -1.44 -6.53
C -6.45 0.34 -6.80
C -5.78 0.58 -5.47
C -4.56 -0.34 -5.27
O -4.91 -1.72 -5.36
C -5.78 -2.19 -4.36
N -5.44 1.99 -5.35
H -5.81 0.57 -7.66
H -7.32 1.00 -6.91
H -6.84 -0.66 -6.98
H -6.53 0.41 -4.69
H -3.98 -0.18 -4.35
H -3.88 -0.18 -6.11
H -5.71 -3.28 -4.40
H -6.80 -1.89 -4.62
H -5.51 -1.85 -3.35
H -4.99 2.12 -4.45
H -4.63 2.16 -5.96